1.
A cluster of 3 separate species, C5H8O in total, computed with the ωB97M-V functional and the def2-TZVPD basis.

As for the energy above the lowest of the compared OMol25 structures with the same formula, charge and spin: 150.3 kcal per mole. Its LUMO energy is 0.00890 hartree. The highest occupied orbital energy comes out at -0.301 Eh.

Geometry as XYZ:
```
14
Properties=species:S:1:pos:R:3:forces:R:3
C -1.108 1.330 -0.825 -0.02 0.02 0.05
C -0.126 0.195 -0.967 -0.09 0.13 -0.08
C 1.075 0.061 -0.117 -0.01 0.23 -0.08
C -0.027 -1.024 0.003 0.04 -0.27 0.19
C -0.094 -1.108 1.393 -0.46 0.17 0.63
O -0.561 -0.993 2.453 0.47 -0.09 -0.94
H -1.207 1.637 0.222 0.04 -0.05 -0.15
H -0.761 2.193 -1.403 -0.05 -0.12 0.07
H -2.097 1.045 -1.196 0.13 0.03 0.03
H -0.089 -0.243 -1.966 0.01 0.03 0.16
H 0.991 0.792 0.704 -0.03 -0.13 -0.05
H 1.996 -0.805 0.603 -0.06 -0.14 0.12
H 0.291 -1.959 -0.456 -0.01 0.15 0.08
H 1.781 -1.365 1.389 0.05 0.05 -0.02
```
Forces are in eV/Å.

2.
An isolated molecule of C5H7NO, computed with the ωB97M-V functional and the def2-TZVPD basis.

As for the energy above the lowest of the compared OMol25 structures with the same formula, charge and spin: 78.1 kcal per mole. As for the structure (SMILES): Cc1cc(N)co1. Its LUMO energy is 0.03727 hartree. The highest occupied orbital energy comes out at -0.302 Eh.

Geometry as XYZ:
```
14
Properties=species:S:1:pos:R:3:forces:R:3
C 2.425 -0.129 0.000 -0.06 -0.05 -0.16
C 0.939 0.046 -0.061 -0.01 0.40 -0.11
C -0.124 -0.814 -0.360 -0.37 0.81 -0.36
C -1.288 -0.019 0.032 -0.15 0.58 0.62
N -2.596 -0.528 -0.049 0.05 0.02 0.14
C -0.873 1.227 0.325 -0.37 0.07 0.45
O 0.505 1.243 0.347 0.27 -0.12 0.43
H 2.935 0.553 -0.686 -0.07 -0.06 0.04
H 2.704 -1.157 -0.234 -0.13 0.15 -0.05
H 2.796 0.097 1.010 -0.23 -0.04 -0.23
H -0.535 -0.571 -1.376 1.21 -2.09 -0.90
H -2.558 -1.514 -0.299 0.05 0.21 0.05
H -3.011 -0.472 0.874 -0.25 0.06 -0.19
H -1.373 2.169 0.456 0.06 0.03 0.29
```
Forces are in eV/Å.

3.
The ion C4H2NO2 with charge -1, computed with the ωB97M-V functional and the def2-TZVPD basis.

As for the net charge: -1. As for the energy above the lowest of the compared OMol25 structures with the same formula, charge and spin: 15.9 kcal per mole. Its LUMO energy is 0.15755 hartree. The highest occupied orbital energy comes out at -0.135 Eh.

Geometry as XYZ:
```
9
Properties=species:S:1:pos:R:3:forces:R:3
C 0.532 -0.150 1.194 -2.72 -0.19 -0.15
C 0.059 -0.473 -0.133 -0.14 -1.89 1.79
C 1.103 1.360 1.211 1.45 -1.22 0.10
C 1.087 -0.115 -1.208 -4.00 2.27 0.68
N 1.890 0.357 1.170 0.73 2.14 1.00
O 0.857 0.751 -2.004 -0.06 0.42 -1.29
O -0.937 -1.157 -0.382 -0.02 0.42 -0.67
H -0.065 -0.455 2.131 1.15 0.16 -1.61
H 1.998 -0.532 -1.140 3.61 -2.11 0.14
```
Forces are in eV/Å.

4.
A cluster of 3 separate species, H4INO3P in total, computed with the ωB97M-V functional and the def2-TZVPD basis.

As for the net charge: +1. As for the energy above the lowest of the compared OMol25 structures with the same formula, charge and spin: 0.0 kcal per mole. Its LUMO energy is -0.25653 hartree. The highest occupied orbital energy comes out at -0.524 Eh.

Geometry as XYZ:
```
10
Properties=species:S:1:pos:R:3:forces:R:3
O 2.556 -0.339 1.768 0.00 -0.11 0.05
N 2.428 0.311 0.917 0.26 0.10 -0.11
O 0.634 0.220 0.267 -0.27 -0.02 0.18
P -0.644 0.763 0.911 0.77 0.34 -0.28
I -2.399 -0.720 0.778 -0.56 -0.39 0.03
H -0.424 1.081 2.257 -0.13 0.02 0.03
H -1.033 1.948 0.285 -0.12 0.06 0.09
O -0.107 -1.217 -2.639 0.07 0.01 0.07
H -1.062 -1.265 -2.749 0.02 0.01 0.00
H 0.052 -0.783 -1.795 -0.06 -0.02 -0.05
```
Forces are in eV/Å.

5.
The ion C9H15ClN3 with charge +1, computed with the ωB97M-V functional and the def2-TZVPD basis.

As for the net charge: +1. As for the energy above the lowest of the compared OMol25 structures with the same formula, charge and spin: 0.0 kcal per mole. As for the structure (SMILES): Cl[C@]1(N2CC[NH2+]CC2)CC=CC=N1. Its LUMO energy is -0.11716 hartree. The highest occupied orbital energy comes out at -0.459 Eh.

Geometry as XYZ:
```
28
Properties=species:S:1:pos:R:3:forces:R:3
Cl 0.871 -0.089 1.863 -0.24 0.30 0.68
C 1.013 0.036 0.059 -0.72 -0.52 -1.23
N -0.308 -0.018 -0.603 2.56 1.97 0.06
C -1.015 1.252 -0.766 -2.88 -3.17 2.36
C -2.006 1.440 0.466 -1.37 2.64 -2.50
N -2.912 0.236 0.651 -0.17 1.42 -0.54
C -2.217 -1.046 0.606 -0.04 -1.75 0.77
C -1.141 -1.129 -0.557 -2.48 -0.22 1.68
C 1.815 -1.187 -0.394 -1.12 -0.58 -2.13
C 3.271 -1.091 -0.080 -0.48 0.90 0.21
C 3.776 0.142 0.013 0.96 -1.43 0.98
C 2.932 1.243 -0.255 -1.05 1.33 -0.85
N 1.665 1.313 -0.302 -1.40 -2.02 0.79
H -1.607 1.277 -1.654 -0.28 -0.27 -0.92
H -0.354 2.014 -0.772 2.06 2.46 0.02
H -1.441 1.718 1.323 0.24 -0.60 1.05
H -2.719 2.365 0.273 1.33 -1.93 0.29
H -3.364 0.288 1.554 -0.31 0.32 0.22
H -3.674 0.215 -0.054 0.65 0.47 0.34
H -3.028 -1.748 0.349 0.49 -0.19 0.29
H -1.932 -1.234 1.701 0.40 -0.01 -1.92
H -0.780 -2.126 -0.381 1.11 -0.12 -0.36
H -1.699 -1.131 -1.492 -0.28 -0.32 -0.16
H 1.562 -1.130 -1.546 1.02 -0.57 1.84
H 1.408 -2.154 -0.004 0.18 0.94 -0.32
H 3.823 -1.977 0.173 0.22 -0.19 -0.16
H 4.773 0.343 0.388 0.07 -0.09 -0.36
H 3.288 2.181 -0.557 1.53 1.20 -0.14
```
Forces are in eV/Å.

6.
An isolated molecule of C16H14F3N3OS2, computed with the ωB97M-V functional and the def2-TZVPD basis.

As for the energy above the lowest of the compared OMol25 structures with the same formula, charge and spin: 6.6 kcal per mole. As for the structure (SMILES): [H]/N=c1/sc2cc(OC(F)(F)F)ccc2n1CCSCc1ccccn1. Its LUMO energy is 0.01990 hartree. The highest occupied orbital energy comes out at -0.293 Eh.

Geometry as XYZ:
```
39
Properties=species:S:1:pos:R:3:forces:R:3
H -0.190 4.123 -0.225 -0.02 -0.70 0.39
N 0.235 4.017 0.696 0.51 -1.35 1.64
C 0.194 2.877 1.338 -0.63 3.03 -2.78
S 0.955 2.703 2.921 -0.49 -0.44 -0.84
C 0.351 1.063 2.928 0.42 -1.36 2.30
C 0.475 0.206 4.042 -0.64 -0.71 -0.27
C -0.147 -1.074 4.036 0.17 1.69 -1.25
O -0.231 -1.943 5.106 0.26 -0.01 2.32
C -0.368 -1.510 6.457 -0.84 0.12 -1.69
F 0.768 -1.013 6.972 -0.55 -0.56 -0.34
F -1.318 -0.558 6.569 0.61 -0.18 -0.22
F -0.805 -2.552 7.172 0.88 0.41 -0.53
C -0.727 -1.515 2.827 -0.16 -0.33 -0.04
C -0.822 -0.655 1.719 0.36 0.80 0.96
C -0.347 0.674 1.806 -0.27 -0.93 0.00
N -0.453 1.727 0.911 -0.89 -0.17 -0.78
C -1.336 1.706 -0.292 0.90 0.38 0.01
C -0.562 1.196 -1.496 0.93 -0.21 -0.15
S -1.675 1.072 -2.934 -0.24 0.32 -0.25
C -0.513 0.961 -4.346 0.68 0.72 0.51
C 0.394 -0.216 -4.217 0.66 -0.44 0.40
C -0.083 -1.484 -4.538 -0.14 -0.65 -0.07
C 0.725 -2.613 -4.390 -0.01 0.43 -0.46
C 2.053 -2.385 -4.029 0.39 0.84 0.62
C 2.485 -1.079 -3.726 -2.84 0.03 -0.33
N 1.623 -0.003 -3.749 1.45 -1.20 -0.43
H 1.017 0.578 4.899 -0.10 -0.15 0.21
H -1.119 -2.560 2.737 0.34 1.19 0.26
H -1.327 -0.982 0.837 -0.18 -0.25 -0.44
H -2.187 1.059 -0.147 -0.28 -0.21 0.56
H -1.725 2.700 -0.534 0.13 -0.02 0.52
H -0.247 0.181 -1.262 0.35 -0.03 -0.04
H 0.357 1.816 -1.646 -0.82 -0.40 -0.25
H 0.084 1.897 -4.344 -0.33 -0.62 -0.21
H -1.049 0.854 -5.293 -0.38 0.31 0.38
H -1.111 -1.544 -4.886 0.12 -0.24 0.07
H 0.362 -3.627 -4.628 0.18 0.69 0.22
H 2.773 -3.179 -3.874 -0.13 -0.16 -0.24
H 3.490 -0.918 -3.421 0.59 0.36 0.25
```
Forces are in eV/Å.

7.
The ion C14H11Cl2N2O2 with charge +1, computed with the ωB97M-V functional and the def2-TZVPD basis.

As for the net charge: +1. As for the energy above the lowest of the compared OMol25 structures with the same formula, charge and spin: 0.0 kcal per mole. As for the structure (SMILES): NC(=O)c1ccc[n+](CC(=O)c2ccc(Cl)c(Cl)c2)c1. Its LUMO energy is -0.15878 hartree. The highest occupied orbital energy comes out at -0.452 Eh.

Geometry as XYZ:
```
31
Properties=species:S:1:pos:R:3:forces:R:3
N -3.186 -2.729 0.741 0.16 -0.40 0.18
C -3.976 -1.682 0.441 0.34 0.31 -0.04
O -5.172 -1.651 0.574 -0.30 0.07 -0.11
C -3.229 -0.469 -0.082 -0.01 0.24 0.06
C -3.794 0.293 -1.099 0.31 0.01 0.25
C -3.116 1.418 -1.554 0.08 -0.12 0.08
C -1.898 1.741 -1.001 -0.36 0.22 -0.39
N -1.383 1.019 0.006 -0.54 -0.11 -0.07
C -0.040 1.236 0.469 0.90 -0.28 0.19
C 0.795 -0.031 0.088 -0.49 0.37 0.09
O 0.193 -1.034 -0.223 0.31 -0.02 -0.09
C 2.243 0.087 0.152 0.92 -0.29 -0.06
C 2.917 1.195 0.683 -0.26 -0.33 -0.16
C 4.294 1.212 0.718 0.22 -0.06 -0.03
C 5.035 0.141 0.221 -0.44 -0.12 -0.06
Cl 6.737 0.188 0.264 0.12 0.11 0.05
C 4.369 -0.974 -0.311 0.11 0.24 0.11
Cl 5.263 -2.304 -0.922 -0.08 -0.08 -0.04
C 2.989 -0.995 -0.336 -0.13 0.21 0.09
C -2.026 -0.062 0.472 -0.76 -0.32 0.02
H -2.217 -2.774 0.477 -0.03 0.01 -0.08
H -3.635 -3.581 1.044 0.02 0.04 0.02
H -4.750 0.003 -1.509 -0.09 -0.02 -0.02
H -3.525 2.031 -2.342 0.04 0.07 -0.05
H -1.323 2.587 -1.349 0.09 -0.02 0.07
H -0.014 1.329 1.559 -0.08 0.13 -0.09
H 0.382 2.130 0.014 -0.13 -0.04 0.08
H 2.381 2.037 1.091 -0.07 0.14 0.04
H 4.817 2.059 1.132 0.07 0.06 0.03
H 2.469 -1.850 -0.741 0.01 -0.08 -0.03
H -1.602 -0.570 1.324 0.09 0.06 -0.05
```
Forces are in eV/Å.

8.
A structure of composition C34H72BrF6N3O6P3Si4Y, computed with the ωB97M-V functional and the def2-TZVPD basis.

As for the net charge: +1. As for the energy above the lowest of the compared OMol25 structures with the same formula, charge and spin: 19.0 kcal per mole. The multiplicity is 2. As for the expectation value of S²: 0.753. Its LUMO energy (spin up / spin down) is -0.07022 / -0.09816 hartree. The highest occupied orbital energy (spin up / spin down) comes out at -0.320 / -0.372 Eh.

Geometry as XYZ:
```
130
Properties=species:S:1:pos:R:3:forces:R:3
Y 0.350 -0.434 0.604 -0.22 -0.14 0.23
C -6.323 -1.632 -0.522 -0.02 -0.01 0.01
C -5.285 -2.711 -0.305 0.00 0.00 -0.02
C -5.332 -3.798 -1.354 -0.01 0.00 0.03
O -3.959 -2.101 -0.402 0.08 0.02 -0.01
P -3.029 -1.731 0.800 -0.11 -0.15 0.07
O -1.637 -1.587 0.335 0.15 0.09 -0.21
C -3.644 -0.188 1.496 0.05 0.01 -0.07
P -2.462 0.594 2.607 0.01 0.06 0.04
O -1.052 0.164 2.387 -0.10 0.00 -0.05
O -2.541 2.146 2.402 0.04 -0.03 0.05
C -3.658 3.092 2.446 -0.02 0.04 -0.03
C -4.227 3.239 1.050 -0.01 0.02 -0.02
C -4.707 2.743 3.482 0.05 -0.02 -0.05
O -3.027 0.220 4.016 -0.08 -0.01 -0.05
C -2.310 0.361 5.289 0.04 0.04 0.04
C -1.362 1.544 5.285 0.03 -0.02 0.04
C -1.624 -0.952 5.587 -0.01 0.00 0.01
O -3.228 -2.774 1.951 -0.09 0.04 0.00
C -2.444 -4.035 1.933 0.03 -0.02 0.04
C -1.454 -3.953 3.068 0.02 0.07 0.04
C -3.423 -5.178 2.056 0.01 0.05 0.02
H -7.320 -2.071 -0.491 -0.02 0.00 0.00
H -6.180 -1.167 -1.497 0.00 0.01 -0.01
H -6.271 -0.861 0.247 0.00 0.01 0.00
H -5.376 -3.142 0.695 -0.02 0.00 0.00
H -5.212 -3.367 -2.348 0.01 0.01 -0.01
H -6.291 -4.313 -1.310 -0.01 -0.01 0.00
H -4.537 -4.525 -1.196 0.02 -0.02 0.00
H -4.605 -0.322 1.994 0.01 -0.04 0.04
H -3.781 0.471 0.635 0.03 -0.01 0.01
H -3.164 4.021 2.734 0.00 -0.05 -0.01
H -4.832 2.374 0.772 -0.01 0.02 0.00
H -3.431 3.363 0.318 0.00 0.01 -0.01
H -4.872 4.117 1.012 -0.01 0.01 0.00
H -5.226 1.817 3.235 -0.01 -0.04 0.00
H -5.448 3.541 3.509 0.02 0.01 -0.02
H -4.275 2.646 4.476 0.01 -0.02 0.06
H -3.118 0.536 6.001 0.03 -0.02 -0.01
H -0.544 1.394 4.577 -0.02 0.01 0.03
H -0.938 1.649 6.283 0.02 0.00 0.01
H -1.876 2.472 5.040 -0.01 0.03 0.00
H -0.850 -1.144 4.844 -0.01 -0.01 -0.01
H -2.339 -1.772 5.568 -0.01 -0.03 0.00
H -1.160 -0.915 6.572 0.00 0.00 0.02
H -1.912 -4.076 0.982 -0.01 -0.02 -0.02
H -1.970 -3.919 4.028 -0.03 -0.01 0.01
H -0.829 -3.066 2.958 -0.07 -0.09 0.06
H -0.803 -4.827 3.046 0.03 -0.01 0.00
H -3.989 -5.098 2.985 -0.01 0.00 0.00
H -2.878 -6.122 2.063 0.02 0.00 0.00
H -4.116 -5.197 1.217 -0.04 -0.01 -0.03
C 6.379 -0.261 -0.125 -0.01 -0.09 -0.03
C 5.223 -0.658 0.745 -0.02 0.03 0.00
C 5.437 -1.209 2.005 -0.02 0.07 -0.01
C 4.369 -1.485 2.837 0.00 -0.02 0.06
C 3.108 -1.202 2.356 -0.04 -0.03 -0.06
Br 1.606 -1.373 3.502 0.13 0.01 0.11
N 2.857 -0.732 1.147 -0.03 -0.06 0.03
C 3.905 -0.473 0.352 0.01 0.06 0.05
H 7.036 0.430 0.403 0.00 -0.01 0.02
H 6.042 0.226 -1.035 0.00 -0.01 -0.02
H 6.967 -1.135 -0.405 0.01 0.00 -0.01
H 6.447 -1.393 2.350 0.02 -0.01 0.00
H 4.505 -1.881 3.832 0.00 -0.02 0.01
H 3.665 -0.069 -0.626 0.01 -0.05 -0.01
C -0.892 0.958 -0.836 -0.05 0.10 -0.23
H -1.317 0.324 -1.621 -0.02 0.00 -0.05
H -0.467 1.835 -1.325 0.05 0.07 -0.05
H -1.756 1.319 -0.255 -0.07 0.02 0.04
C 1.507 3.886 -2.101 0.11 0.02 -0.02
Si 2.799 2.627 -2.637 -0.04 0.02 0.05
C 3.563 3.207 -4.254 -0.01 -0.01 0.05
C 4.137 2.652 -1.308 0.01 0.01 -0.07
Si 1.832 0.509 -2.939 -0.03 -0.05 -0.15
Si 3.173 -1.254 -3.780 0.01 0.00 0.05
C 4.352 -2.060 -2.559 -0.10 -0.11 -0.07
C 2.048 -2.606 -4.431 0.04 0.02 0.03
C 4.225 -0.564 -5.182 -0.03 0.01 0.02
Si -0.002 0.571 -4.431 0.00 0.01 -0.04
C -1.100 2.098 -4.326 0.02 -0.11 -0.01
C -1.071 -0.973 -4.233 -0.01 0.07 0.03
C 0.701 0.614 -6.181 -0.03 0.01 0.03
H 2.009 4.838 -1.900 0.00 0.01 0.00
H 0.998 3.579 -1.188 -0.01 -0.03 0.02
H 0.754 4.063 -2.867 -0.06 -0.03 -0.05
H 3.955 4.221 -4.140 0.01 0.02 0.00
H 2.828 3.220 -5.059 -0.03 0.00 -0.02
H 4.384 2.561 -4.564 0.02 -0.03 -0.02
H 4.538 3.666 -1.233 0.01 0.01 0.01
H 4.973 1.989 -1.540 -0.05 0.02 -0.01
H 3.740 2.381 -0.326 -0.02 -0.01 0.02
H 3.859 -2.407 -1.652 -0.02 -0.01 0.01
H 5.178 -1.407 -2.293 0.11 0.13 0.06
H 4.786 -2.938 -3.046 -0.01 0.00 -0.02
H 1.395 -2.990 -3.647 0.00 0.02 -0.02
H 2.667 -3.435 -4.782 0.01 -0.01 0.00
H 1.431 -2.277 -5.265 -0.01 0.04 -0.05
H 4.979 0.130 -4.804 0.01 0.01 0.01
H 3.627 -0.034 -5.923 0.01 0.01 -0.02
H 4.748 -1.379 -5.688 0.01 -0.02 -0.01
H -1.610 2.187 -3.371 -0.02 0.02 0.10
H -1.859 2.011 -5.109 -0.01 -0.01 0.00
H -0.546 3.017 -4.516 0.06 0.04 0.01
H -1.080 -1.358 -3.213 0.00 0.01 0.03
H -0.725 -1.777 -4.882 0.01 0.00 -0.01
H -2.101 -0.740 -4.514 -0.01 0.00 -0.01
H 1.236 1.549 -6.358 0.02 0.01 -0.01
H -0.119 0.562 -6.902 -0.02 0.00 -0.01
H 1.384 -0.207 -6.394 0.01 -0.06 0.00
F 1.129 -2.111 -0.966 -0.04 0.05 0.10
P 1.126 -3.680 -0.276 0.08 0.11 0.01
F 1.070 -5.056 0.501 -0.02 0.00 -0.01
F 0.531 -2.876 1.081 0.21 -0.06 -0.10
F -0.372 -3.846 -0.794 0.04 -0.01 0.00
F 1.710 -4.276 -1.615 -0.02 -0.02 0.03
F 2.605 -3.373 0.270 -0.06 -0.05 -0.01
N 2.159 5.644 2.904 0.00 0.03 0.06
C 1.848 4.402 2.468 0.01 -0.05 -0.03
C 0.670 4.137 1.760 -0.02 0.04 0.01
C 0.406 2.861 1.325 0.04 -0.02 0.05
N 1.210 1.801 1.524 0.17 0.23 0.01
C 2.331 2.069 2.218 0.03 -0.11 0.02
C 2.685 3.304 2.702 -0.01 0.03 -0.02
H 1.583 6.431 2.670 0.01 -0.01 -0.01
H 3.035 5.825 3.361 -0.02 0.00 -0.03
H -0.029 4.931 1.530 0.00 0.01 0.01
H -0.497 2.675 0.772 -0.12 -0.06 -0.07
H 3.001 1.242 2.399 -0.01 0.02 0.01
H 3.613 3.417 3.246 0.02 0.00 0.01
```
Forces are in eV/Å.